1.
52
Properties=species:S:1:pos:R:3 method="wB97M-V/def2-TZVPD" homo_energy_ev="-7.04 / -7.04" e_lumo_ev="-0.4777 / -0.4783" largest_force_ev_per_a=2.25
Pt 0.72846 -1.15502 -2.05937
Br 3.78754 3.77490 3.78864
C 1.99280 4.07155 3.27652
C 1.04619 4.37177 4.23689
C -0.27764 4.53244 3.85015
C -0.66710 4.35079 2.53030
C 0.31165 4.11947 1.56822
C 1.63814 3.98143 1.93812
N -2.08316 4.43685 2.30140
N -2.59588 4.06722 1.21539
C -2.15143 2.94124 0.51058
C -2.55649 2.92163 -0.80349
C -2.00660 2.04819 -1.74421
C -1.04796 1.12152 -1.38273
O -0.45156 0.44407 -2.32435
C -0.78571 0.95507 0.04556
N -0.02889 -0.10203 0.41974
C 0.15205 -0.33227 1.69272
C -0.40037 0.47290 2.70557
C -1.13954 1.55782 2.34385
C -1.35105 1.84905 0.97507
H 1.33408 4.47604 5.27382
H -1.04143 4.77152 4.57939
H 0.04236 4.06343 0.52213
H 2.39657 3.80405 1.18808
H -3.26911 3.67980 -1.10564
H -2.28782 2.10001 -2.78718
H 0.73837 -1.20952 1.95126
H -0.23604 0.22954 3.74648
H -1.58932 2.18120 3.10364
C 2.97319 -2.43373 -0.74265
N 2.04593 -2.75846 -1.84720
C 2.82578 -2.91485 -3.09783
C 1.29818 -4.02967 -1.55687
C -0.16797 -3.83036 -1.77243
C -1.08518 -4.86339 -1.61569
C -2.43467 -4.62719 -1.81909
C -2.86011 -3.35818 -2.19894
C -1.95048 -2.32449 -2.35969
C -0.59450 -2.55888 -2.13492
H 3.76669 -3.18493 -0.67816
H 2.41663 -2.39874 0.19050
H 3.41729 -1.45601 -0.92499
H 3.56623 -3.71201 -2.97525
H 3.33208 -1.97904 -3.32417
H 2.14619 -3.15569 -3.91081
H 1.51474 -4.33788 -0.53256
H 1.68301 -4.81099 -2.21740
H -0.74530 -5.85431 -1.33414
H -3.15169 -5.42547 -1.68209
H -3.91371 -3.17042 -2.36352
H -2.28346 -1.33995 -2.65865


2.
57
Properties=species:S:1:pos:R:3 method="wB97M-V/def2-TZVPD" charge=+3 s2=8.7793 multiplicity=6 homo_energy_ev="-16.33 / -16.29" e_lumo_ev="-9.0775 / -11.3232" largest_force_ev_per_a=2.28
Ir -0.11254 -1.76129 1.55986
N 2.86406 1.04367 -0.48498
C 2.09154 0.02508 -0.12967
N 1.31054 0.04081 0.91428
C 1.26383 1.16131 1.71525
N 0.45667 1.18003 2.73668
N -0.33788 0.16951 2.93824
C -1.27852 0.17476 3.81468
C -2.20826 -0.92367 3.83185
C -3.36008 -0.90587 4.62494
C -4.28738 -1.92541 4.48363
C -4.03547 -2.93909 3.57248
C -2.85487 -2.89759 2.83356
N -1.97231 -1.92991 2.97208
C 2.07214 2.30615 1.39127
C 2.06746 3.49304 2.13568
C 2.86769 4.54713 1.74828
C 3.68307 4.44806 0.61748
C 3.69966 3.29122 -0.13650
C 2.89596 2.22040 0.24287
H 3.48027 0.96036 -1.28782
H 2.09928 -0.86595 -0.74449
H -1.42009 1.01917 4.48569
H -3.51581 -0.09519 5.32011
H -5.19689 -1.92503 5.06846
H -4.72811 -3.75324 3.42957
H -2.63215 -3.67949 2.12102
H 1.44619 3.56218 3.01282
H 2.86889 5.46043 2.32264
H 4.30543 5.28089 0.32744
H 4.33438 3.20948 -1.00546
Cl 2.22204 -3.04491 1.40221
C 1.65396 -4.60778 1.98433
Cl -0.05084 -4.36386 2.35181
H 2.19986 -4.88906 2.88787
H 1.76243 -5.36188 1.20249
C -0.36140 -1.04247 -5.83537
C -0.18654 0.06112 -4.87203
C 0.54914 1.17763 -5.22626
C 0.69788 2.26284 -4.36637
Cl 1.57826 3.63257 -4.84460
C 0.08636 2.23090 -3.08861
C -0.65211 1.14200 -2.70969
C -0.81005 0.03411 -3.57417
O -1.50322 -1.04736 -3.27908
C -2.27480 -1.15782 -2.11070
C -1.46378 -1.34216 -0.81800
O -2.03777 -1.11412 0.26554
O -0.27009 -1.70455 -0.84437
H 0.58186 -1.29142 -6.32156
H -1.01565 -0.70570 -6.64385
H -0.80018 -1.92862 -5.39098
H 0.99745 1.21208 -6.20672
H 0.18557 3.08135 -2.43104
H -1.12883 1.13730 -1.74137
H -2.88130 -2.06155 -2.24758
H -2.94495 -0.30058 -1.97388


3.
55
Properties=species:S:1:pos:R:3 method="wB97M-V/def2-TZVPD" homo_energy_ev=-8.77 smiles="Cc1cc(Cl)ccc1O[C@@H](C)C(=O)Nc1ccc(S(=O)(=O)Nc2cnc3ccccc3n2)cc1" e_lumo_ev=-0.2084 largest_force_ev_per_a=1.48
C 2.61901 0.23607 -2.39113
C 3.72749 0.06538 -1.39792
C 4.83705 -0.70881 -1.68170
C 5.85216 -0.85221 -0.74745
Cl 7.22823 -1.82829 -1.12620
C 5.77280 -0.21952 0.47821
C 4.66788 0.56240 0.77361
C 3.64361 0.70600 -0.15068
O 2.51349 1.45324 0.03739
C 2.16666 1.92944 1.32660
C 2.70188 3.34231 1.57352
C 0.63196 1.95059 1.43995
O 0.08081 1.96362 2.51497
N 0.02410 1.97832 0.22608
C -1.31731 1.77429 -0.07901
C -2.30936 1.72729 0.89994
C -3.59963 1.38195 0.54420
C -3.88904 1.08916 -0.77403
S -5.46315 0.37168 -1.18097
O -5.50574 0.01656 -2.56265
O -6.55596 1.12318 -0.63956
N -5.46698 -1.04758 -0.22424
C -4.35155 -1.73147 0.15188
C -4.40482 -2.70060 1.20285
N -3.34110 -3.28634 1.65303
C -2.15189 -2.96692 1.08675
C -0.96315 -3.53549 1.57688
C 0.23274 -3.21495 0.99357
C 0.28236 -2.33558 -0.09976
C -0.85974 -1.77119 -0.60050
C -2.10176 -2.06215 -0.00606
N -3.22204 -1.45482 -0.45517
C -2.93682 1.21294 -1.76717
C -1.65062 1.56832 -1.42081
H 2.80038 -0.36497 -3.27725
H 2.54019 1.28194 -2.68614
H 1.66825 -0.06038 -1.94926
H 4.91333 -1.20764 -2.63532
H 6.56608 -0.32821 1.20009
H 4.62731 1.05728 1.73069
H 2.52613 1.24638 2.10544
H 2.33121 4.01629 0.80449
H 2.36353 3.69062 2.54505
H 3.78887 3.34957 1.54677
H 0.65993 1.94260 -0.56312
H -2.05162 1.91988 1.92798
H -4.37872 1.31259 1.28702
H -6.31385 -1.19277 0.30129
H -5.34909 -2.96849 1.65902
H -1.02794 -4.21525 2.41188
H 1.15130 -3.64216 1.36714
H 1.24154 -2.11140 -0.54472
H -0.84808 -1.09764 -1.44288
H -3.21488 0.98490 -2.78288
H -0.88543 1.65004 -2.17974


4.
65
Properties=species:S:1:pos:R:3 method="wB97M-V/def2-TZVPD" homo_energy_ev=-7.86 e_lumo_ev=-1.5830 largest_force_ev_per_a=1.20
Pt 1.30556 -0.11157 -1.07256
N -1.94592 5.85647 1.84436
C -1.05021 4.81087 1.82687
C -1.10778 3.80809 2.80205
C -0.19867 2.76982 2.79621
C 0.78437 2.73210 1.81317
C 0.85982 3.72177 0.83841
C -0.04706 4.75877 0.85187
S 1.89083 1.38800 1.72795
O 2.19970 0.92375 3.05049
O 2.96635 1.75807 0.84865
N 1.09466 0.17068 0.93152
C -0.04031 -0.48344 1.37112
N -0.52192 -1.35527 0.47207
C -1.59048 -2.05488 0.81169
C -2.20335 -1.91276 2.04959
C -1.63657 -0.97706 2.89494
N -0.56050 -0.25956 2.57798
H -2.76052 5.78018 2.42296
H -2.03553 6.42384 1.02354
H -1.88453 3.84956 3.55798
H -0.23530 1.98351 3.53914
H 1.63995 3.66378 0.08932
H -0.00662 5.53173 0.09210
H -1.96548 -2.75212 0.06721
H -3.07735 -2.48303 2.32889
H -2.05905 -0.77976 3.87575
O -2.38762 1.24013 -7.27563
N -2.68752 1.97409 -6.35156
O -3.43823 2.92620 -6.43349
C -2.10099 1.68699 -5.04263
C -1.24828 0.62097 -4.90973
C -0.64073 0.39979 -3.69519
C -0.91767 1.16770 -2.51100
O -0.41943 0.93475 -1.37770
C -1.87091 2.22306 -2.72520
C -2.39898 2.49718 -3.95718
N -2.31371 3.08681 -1.61983
O -2.15565 2.70056 -0.48817
O -2.82331 4.15888 -1.92040
N 0.28108 -0.70491 -3.64497
O 1.39287 -0.53533 -3.10394
O 0.01987 -1.71590 -4.20530
H -1.03426 -0.02103 -5.75415
H -3.06277 3.34036 -4.07244
C -0.38568 -5.70058 2.22296
C 0.57396 -4.61470 1.80971
C 1.18401 -3.80191 2.75976
C 2.09987 -2.82928 2.38264
C 2.41085 -2.68287 1.04139
C 1.79321 -3.45461 0.06978
C 0.88165 -4.41925 0.46168
S 3.57076 -1.41107 0.56475
C 4.97212 -2.46784 0.19877
O 3.16797 -0.99780 -0.86855
H -0.72123 -5.56215 3.25057
H 0.09755 -6.67770 2.15295
H -1.26183 -5.72189 1.57208
H 0.93449 -3.92454 3.80777
H 2.55133 -2.16935 3.11800
H 2.01408 -3.29420 -0.97887
H 0.39748 -5.03268 -0.29104
H 4.65164 -3.20370 -0.53749
H 5.29907 -2.94304 1.12336
H 5.76087 -1.83261 -0.20501


5.
49
Properties=species:S:1:pos:R:3 method="wB97M-V/def2-TZVPD" homo_energy_ev=-7.80 smiles="O=C(C1=Cc2c(ccc3ccccc23)O[C@H]1N1CCOCC1)c1ccccc1" e_lumo_ev=-0.3043 largest_force_ev_per_a=3.25
O 0.29959 0.99743 -2.69271
C -0.32488 0.71688 -1.67254
C 0.38378 0.39989 -0.41767
C 1.50246 -0.42777 -0.37867
C 2.09832 -0.82493 0.88679
C 1.51482 -0.31709 2.05957
C 2.07674 -0.67209 3.32058
C 3.22686 -1.45532 3.37106
C 3.88789 -1.88140 2.22711
C 5.09894 -2.60591 2.34360
C 5.73556 -3.06620 1.21173
C 5.17210 -2.88620 -0.03790
C 3.98401 -2.13704 -0.17530
C 3.29729 -1.62499 0.94641
O 0.43045 0.51588 2.07373
C -0.22341 0.91166 0.84775
N -0.27040 2.39573 0.75967
C -1.40078 2.93575 1.56605
C -0.85371 3.69373 2.75272
O 0.02897 4.76972 2.38774
C 0.72342 4.58810 1.15082
C 1.02387 3.11494 0.80162
C -1.80927 0.54010 -1.75360
C -2.44284 -0.54499 -1.15367
C -3.83612 -0.67952 -1.21770
C -4.61061 0.20817 -1.93665
C -3.99223 1.30877 -2.54488
C -2.60208 1.48297 -2.46342
H 1.87673 -0.77788 -1.32453
H 1.60906 -0.30146 4.20580
H 3.63144 -1.78924 4.31657
H 5.55270 -2.75759 3.30301
H 6.69242 -3.60849 1.30184
H 5.65496 -3.28440 -0.93006
H 3.64182 -1.94848 -1.19532
H -1.24752 0.51081 0.89304
H -1.95597 3.60840 0.92484
H -2.09190 2.17794 1.90527
H -1.70910 4.20969 3.28684
H -0.41317 3.04828 3.48106
H 0.17380 5.00317 0.29140
H 1.66033 5.13756 1.17575
H 1.67499 2.73268 1.60741
H 1.59713 3.04485 -0.11605
H -1.84380 -1.28370 -0.61704
H -4.28594 -1.55111 -0.77655
H -5.66947 -0.01151 -2.00529
H -4.62220 1.96340 -3.13564
H -2.11537 2.35047 -2.92494